Formula: C31H31AsN4O3ReS
Source: OMol25
Level of theory: ωB97M-V/def2-TZVPD

The geometry in XYZ format:
```
72
C31H31AsN4O3ReS ωB97M-V/def2-TZVPD
Re 0.123 -0.432 1.835
C 4.505 -0.747 1.707
C 3.159 -1.088 1.862
N 2.181 -0.280 1.481
C 2.482 0.939 0.928
C 3.811 1.374 0.794
C 4.829 0.479 1.187
C 4.046 2.684 0.314
C 2.988 3.499 0.028
C 1.653 3.059 0.145
C 1.385 1.768 0.538
N 0.139 1.140 0.700
C -1.107 1.666 0.329
C -1.372 2.619 -0.629
C -2.699 3.030 -0.875
C -3.757 2.485 -0.207
C -3.534 1.447 0.729
C -4.565 0.764 1.408
C -4.261 -0.271 2.255
C -2.926 -0.642 2.432
N -1.932 -0.013 1.819
C -2.211 1.039 0.982
H 5.265 -1.444 2.027
H 2.867 -2.023 2.324
H 5.866 0.776 1.087
H 5.063 3.036 0.209
H 3.162 4.515 -0.296
H 0.866 3.767 -0.050
H -0.585 3.046 -1.229
H -2.865 3.794 -1.622
H -4.768 2.816 -0.400
H -5.595 1.058 1.246
H -5.032 -0.812 2.783
H -2.644 -1.456 3.088
C 2.423 -2.381 -1.158
C 0.950 -2.670 -1.395
As -0.288 -2.333 0.085
C -0.418 -4.006 1.079
C 0.875 -4.372 1.794
C -1.994 -2.121 -0.849
C -2.509 -3.403 -1.492
H 2.993 -2.648 -2.048
H 2.831 -2.956 -0.327
H 2.596 -1.321 -0.966
H 0.789 -3.719 -1.661
H 0.569 -2.072 -2.226
H -0.707 -4.776 0.361
H -1.241 -3.896 1.789
H 1.689 -4.552 1.090
H 0.741 -5.285 2.373
H 1.177 -3.593 2.497
H -1.815 -1.347 -1.599
H -2.718 -1.717 -0.139
H -1.770 -3.856 -2.155
H -3.392 -3.191 -2.095
H -2.796 -4.141 -0.744
O -0.181 2.767 3.896
C -0.004 1.693 4.394
N 0.397 0.557 3.666
S 0.531 -0.770 4.566
O -0.352 -1.664 3.722
O 1.841 -1.307 4.741
C -0.092 -0.084 6.040
C -0.252 -0.673 7.276
C -0.642 0.163 8.317
C -0.831 1.526 8.108
C -0.639 2.101 6.857
C -0.265 1.277 5.812
H -0.081 -1.729 7.434
H -0.790 -0.247 9.307
H -1.126 2.150 8.940
H -0.772 3.163 6.698
```

Calculated values
Energy relative to the best compared isomer or geometry (same formula, charge and spin) = 48.1 kJ/mol
Frontier orbital gap (alpha / beta) = 7.02 / 6.48 eV
HOMO level (alpha / beta) = -0.47691 / -0.50534 Ha
Charge = +2
Lowest unoccupied orbital energy (alpha / beta) = -5.96 / -7.27 eV
Total energy = -4356.43854 Ha
⟨S²⟩ = 3.794
Multiplicity = 4

Formula: C47H140N10O23
Source: OMol25
Level of theory: ωB97M-V/def2-TZVPD

The geometry in XYZ format:
```
220
C47H140N10O23 ωB97M-V/def2-TZVPD
C 0.354 -1.246 -0.551
C -1.113 -0.826 -0.291
C -1.574 0.409 -1.036
O -2.065 -1.901 -0.517
H 0.458 -1.460 -1.615
H 0.550 -2.070 0.135
H 1.113 -0.578 -0.144
H -1.170 -0.713 0.791
H -0.746 1.118 -1.029
H -2.421 0.819 -0.485
H -1.933 0.256 -2.054
H -1.793 -2.666 -0.003
C -1.244 -4.937 -2.650
C -1.039 -5.209 -4.126
C -1.651 -4.079 -4.998
O 0.424 -5.169 -4.211
H -0.641 -5.549 -1.979
H -2.286 -5.082 -2.364
H -0.914 -3.910 -2.497
H -1.411 -6.202 -4.382
H -1.202 -3.099 -4.838
H -2.711 -4.051 -4.746
H -1.584 -4.321 -6.059
H 0.701 -5.308 -5.120
C -4.100 3.921 -1.021
C -4.728 5.162 -0.537
C -5.190 5.981 -1.712
O -5.814 4.789 0.250
H -4.753 3.306 -1.640
H -3.766 3.296 -0.194
H -3.216 4.062 -1.643
H -3.978 5.752 -0.010
H -6.098 5.640 -2.208
H -4.354 6.088 -2.404
H -5.488 6.964 -1.347
H -6.505 4.343 -0.244
C 6.826 -1.752 0.390
C 6.414 -2.779 1.449
C 7.625 -3.124 2.364
O 5.468 -2.192 2.307
H 5.926 -1.305 -0.032
H 7.505 -2.205 -0.332
H 7.395 -0.978 0.905
H 6.154 -3.664 0.868
H 7.404 -3.985 2.996
H 7.928 -2.324 3.040
H 8.464 -3.303 1.691
H 5.130 -2.691 3.054
C 1.863 7.809 -2.727
C 0.638 7.229 -2.024
C 0.670 5.713 -1.708
O 0.656 7.962 -0.816
H 1.999 7.307 -3.684
H 2.723 7.792 -2.057
H 1.542 8.832 -2.919
H -0.341 7.399 -2.473
H -0.268 5.179 -1.551
H 1.367 5.523 -0.892
H 1.100 5.184 -2.559
H 0.030 7.571 -0.202
C 1.654 -5.484 1.020
C 3.100 -5.163 0.651
C 3.106 -3.737 0.128
O 3.901 -5.276 1.877
H 1.445 -6.537 1.206
H 0.909 -5.049 0.354
H 1.457 -4.914 1.928
H 3.465 -5.878 -0.088
H 2.365 -3.600 -0.659
H 4.073 -3.506 -0.317
H 2.916 -3.008 0.916
H 3.839 -6.168 2.228
C -0.702 -6.175 4.772
O -0.181 -7.241 5.051
N -1.970 -6.098 4.664
N -0.087 -5.105 4.522
H -2.488 -6.845 5.104
H -2.380 -5.234 4.338
H -0.649 -4.283 4.353
H 0.864 -5.134 4.182
C -0.528 3.465 1.278
O 0.460 3.364 0.502
N -1.133 4.543 1.656
N -1.196 2.439 1.677
H -2.072 4.551 2.028
H -0.621 5.414 1.653
H -0.960 1.495 1.405
H -1.791 2.473 2.492
C 3.462 -3.578 4.941
O 2.336 -3.491 4.498
N 4.438 -4.104 4.283
N 3.975 -2.953 5.968
H 5.289 -4.124 4.827
H 4.135 -4.537 3.422
H 4.960 -2.920 6.190
H 3.389 -2.292 6.458
C -7.292 -3.602 -0.469
O -8.161 -4.266 0.060
N -6.509 -3.997 -1.432
N -6.832 -2.469 -0.074
H -5.664 -3.482 -1.635
H -6.795 -4.610 -2.182
H -7.125 -2.197 0.853
H -6.060 -2.032 -0.558
C -2.639 -2.269 4.273
O -2.209 -3.318 3.842
N -1.924 -1.163 4.214
N -3.799 -2.144 4.943
H -0.952 -1.293 3.972
H -2.348 -0.285 4.477
H -3.938 -1.340 5.539
H -4.391 -2.958 5.030
C -0.383 0.459 -4.837
C -0.635 1.772 -5.401
O -0.991 1.600 -6.797
H 0.536 0.013 -5.217
H -1.127 -0.251 -5.197
H -0.320 0.397 -3.750
H 0.200 2.473 -5.410
H -1.383 2.246 -4.766
H -1.768 2.101 -7.053
C -3.461 -5.236 0.272
C -2.128 -5.389 0.970
O -1.508 -4.062 1.141
H -3.846 -6.201 -0.057
H -3.466 -4.541 -0.568
H -4.119 -4.770 1.006
H -1.425 -6.084 0.511
H -2.186 -5.775 1.988
H -1.343 -3.922 2.076
C 1.764 0.393 4.551
C 1.776 -0.318 3.237
O 0.929 -1.439 3.345
H 0.796 0.647 4.984
H 2.145 1.413 4.498
H 2.342 -0.048 5.362
H 2.770 -0.763 3.213
H 1.556 0.257 2.338
H 1.398 -2.020 3.947
C 4.874 1.693 -0.326
C 3.486 1.008 -0.177
O 2.923 1.793 0.810
H 5.428 1.712 0.613
H 4.715 2.681 -0.758
H 5.456 1.129 -1.054
H 3.678 -0.021 0.124
H 2.949 1.084 -1.123
H 2.210 2.208 0.318
C 4.178 6.133 2.010
C 3.207 4.919 1.685
O 3.335 3.896 2.633
H 4.126 6.859 1.199
H 5.231 5.865 2.089
H 3.949 6.676 2.927
H 3.375 4.473 0.705
H 2.159 5.206 1.592
H 3.257 3.042 2.202
C -4.330 0.246 1.987
C -4.563 1.190 3.190
O -3.456 2.077 3.304
H -5.312 -0.198 1.821
H -3.579 -0.537 2.090
H -4.310 0.802 1.049
H -4.646 0.584 4.092
H -5.505 1.723 3.060
H -3.698 2.943 2.969
C -4.502 1.522 -6.606
C -4.051 2.862 -6.041
O -3.269 3.600 -6.915
H -5.190 1.463 -7.450
H -4.979 0.937 -5.819
H -3.628 0.957 -6.928
H -3.530 2.727 -5.093
H -4.912 3.402 -5.649
H -3.021 4.397 -6.442
C 5.127 2.230 4.859
C 5.055 1.267 3.645
O 5.469 -0.040 4.104
H 4.473 3.095 4.745
H 6.135 2.546 5.128
H 4.698 1.621 5.655
H 5.701 1.541 2.811
H 4.070 1.328 3.183
H 5.500 -0.582 3.313
C -5.309 0.337 -1.841
C -4.672 -0.879 -2.552
O -4.572 -1.899 -1.638
H -5.728 1.112 -2.481
H -4.715 0.902 -1.122
H -6.128 -0.019 -1.215
H -3.664 -0.684 -2.917
H -5.193 -1.090 -3.486
H -3.738 -1.838 -1.165
C 4.090 2.453 -4.879
C 4.937 1.265 -4.502
O 5.346 0.708 -5.638
H 3.239 2.196 -5.509
H 4.685 3.269 -5.290
H 3.685 2.819 -3.936
H 4.275 0.530 -4.043
H 5.793 1.521 -3.877
H 5.942 0.009 -5.359
C 2.898 -2.373 -4.748
C 3.598 -3.591 -4.192
O 3.841 -4.499 -5.334
H 2.106 -2.672 -5.435
H 3.481 -1.687 -5.362
H 2.355 -1.718 -4.067
H 2.964 -4.033 -3.422
H 4.533 -3.340 -3.691
H 3.021 -4.944 -5.559
C -3.341 6.035 4.241
C -4.477 5.585 3.255
O -4.121 4.453 2.483
H -3.748 6.810 4.890
H -2.474 6.339 3.653
H -3.021 5.199 4.862
H -4.624 6.343 2.486
H -5.406 5.314 3.755
H -4.736 4.435 1.747
```

Calculated values
Frontier orbital gap = 8.48 eV
HOMO level = -0.31826 Ha
Charge = 0
Lowest unoccupied orbital energy = -0.18 eV
Total energy = -4152.73520 Ha
Multiplicity = 1

Formula: C21H14CoN9O11S
Source: OMol25
Level of theory: ωB97M-V/def2-TZVPD

The geometry in XYZ format:
```
57
C21H14CoN9O11S ωB97M-V/def2-TZVPD
Co -0.323 0.327 -0.090
N 1.254 -3.082 2.999
C 1.131 -2.170 1.921
S -0.552 -1.564 1.660
N 2.188 -1.158 0.239
N 1.409 -0.360 -0.524
C 1.580 -0.515 -1.796
C 0.708 0.239 -2.665
C 0.927 0.364 -4.035
C 0.101 1.180 -4.777
C -0.930 1.860 -4.140
C -1.105 1.661 -2.784
N -0.324 0.861 -2.057
H 1.272 -2.660 3.914
H 2.037 -3.704 2.840
H 2.363 -1.167 -2.170
H 1.745 -0.182 -4.491
H 0.253 1.295 -5.843
H -1.595 2.521 -4.679
H -1.920 2.148 -2.262
N -1.710 -2.394 -0.708
C -0.685 -2.365 0.012
H -2.492 -1.894 -0.299
O -4.918 6.113 -0.063
N -5.454 5.023 0.039
O -6.661 4.850 0.014
C -4.597 3.845 0.153
C -3.226 4.002 0.190
C -2.416 2.902 0.288
C -2.936 1.543 0.290
O -2.208 0.532 0.250
C -4.384 1.475 0.299
C -5.173 2.593 0.222
N -5.101 0.190 0.366
O -4.464 -0.835 0.476
O -6.310 0.208 0.177
N -0.991 3.170 0.316
O -0.222 2.282 0.636
O -0.603 4.289 -0.023
H -2.783 4.985 0.160
H -6.245 2.486 0.217
O 2.447 -3.671 0.523
C 1.589 -2.792 0.550
O 0.455 -2.988 -0.323
C 2.198 -0.943 1.712
C 1.765 0.336 2.313
C 2.373 0.870 3.400
C 3.528 0.263 3.936
C 4.112 -0.865 3.308
C 3.514 -1.410 2.228
N 4.157 0.834 5.094
O 3.659 1.838 5.593
O 5.158 0.284 5.541
H 0.915 0.846 1.896
H 2.000 1.777 3.855
H 5.046 -1.252 3.689
H 3.946 -2.261 1.716
```

Calculated values
Energy relative to the best compared isomer or geometry (same formula, charge and spin) = 402.3 kJ/mol
Frontier orbital gap (alpha / beta) = 5.47 / 4.59 eV
HOMO level (alpha / beta) = -0.15867 / -0.15638 Ha
Charge = -1
Lowest unoccupied orbital energy (alpha / beta) = 1.16 / 0.34 eV
Total energy = -3909.68005 Ha
⟨S²⟩ = 0.783
Multiplicity = 2

Formula: C46H41N10O13
Source: OMol25
Level of theory: ωB97M-V/def2-TZVPD

The geometry in XYZ format:
```
110
C46H41N10O13 ωB97M-V/def2-TZVPD
N 0.123 7.104 1.968
C 0.847 6.190 1.332
N 0.475 5.234 0.398
C 1.758 4.614 0.135
N 2.713 5.194 0.925
C 4.159 4.831 0.920
C 4.628 5.017 -0.600
O 5.254 4.178 -1.176
C 4.153 6.365 -1.254
C 3.095 6.450 -2.242
C 2.689 7.759 -2.765
C 3.351 8.954 -2.259
C 4.440 8.860 -1.274
C 4.849 7.569 -0.755
N 2.185 6.171 1.673
H 0.531 7.754 2.629
H -0.911 7.101 1.844
H 1.906 3.797 -0.605
H 4.342 3.802 1.305
H 4.682 5.635 1.506
H 2.612 5.503 -2.566
H 1.861 7.799 -3.514
H 3.007 9.937 -2.643
H 4.935 9.775 -0.886
H 5.660 7.471 0.010
H 2.744 6.735 2.304
C -0.632 2.072 0.001
C -0.861 0.861 -0.643
C -2.122 0.283 -0.608
C -3.145 0.929 0.071
C -2.922 2.133 0.723
C -1.659 2.703 0.686
N -4.487 0.336 0.091
O -4.643 -0.730 -0.473
O -5.368 0.948 0.670
H 0.350 2.524 -0.032
H -0.057 0.368 -1.177
H -2.290 -0.659 -1.113
H -3.717 2.635 1.256
H -1.475 3.644 1.188
C -2.022 -6.313 0.127
C -2.251 -4.973 0.419
C -1.978 -3.999 -0.529
C -1.479 -4.379 -1.769
C -1.240 -5.714 -2.067
C -1.513 -6.682 -1.112
N -1.212 -3.356 -2.782
O -1.413 -2.189 -2.484
O -0.808 -3.724 -3.870
H -2.242 -7.072 0.869
H -2.647 -4.690 1.387
H -2.160 -2.959 -0.291
H -0.847 -6.012 -3.030
H -1.333 -7.727 -1.334
C -0.452 -3.577 -6.886
C 0.923 -3.722 -6.747
C 1.755 -3.542 -7.842
C 1.200 -3.213 -9.071
C -0.173 -3.073 -9.222
C -1.000 -3.257 -8.123
N 2.079 -2.997 -10.226
O 3.277 -3.146 -10.062
O 1.561 -2.677 -11.281
H -1.097 -3.712 -6.029
H 1.345 -3.973 -5.781
H 2.825 -3.657 -7.724
H -0.609 -2.821 -10.181
H -2.072 -3.147 -8.228
C -7.128 6.271 1.158
C -6.450 5.133 1.580
C -5.102 5.205 1.893
C -4.444 6.424 1.783
C -5.111 7.566 1.355
C -6.459 7.485 1.042
N -3.030 6.509 2.135
O -2.466 5.492 2.488
O -2.481 7.611 2.060
H -8.184 6.213 0.920
H -6.975 4.190 1.668
H -4.584 4.314 2.221
H -4.600 8.516 1.265
H -6.991 8.367 0.710
C 2.352 -0.735 2.190
C 2.305 -1.359 0.950
C 2.020 -2.714 0.864
C 1.779 -3.432 2.028
C 1.831 -2.819 3.272
C 2.119 -1.464 3.350
N 1.452 -4.858 1.938
O 1.433 -5.365 0.833
O 1.212 -5.454 2.975
H 2.570 0.325 2.254
H 2.489 -0.787 0.048
H 1.985 -3.192 -0.107
H 1.648 -3.378 4.180
H 2.160 -0.975 4.315
C 1.483 -7.040 5.989
C 1.476 -7.567 7.275
C 1.283 -8.928 7.467
C 1.103 -9.751 6.364
C 1.101 -9.232 5.076
C 1.292 -7.869 4.891
N 0.924 -11.194 6.561
O 0.912 -11.612 7.705
O 0.801 -11.890 5.570
H 1.639 -5.977 5.842
H 1.624 -6.917 8.129
H 1.279 -9.330 8.472
H 0.956 -9.871 4.215
H 1.295 -7.455 3.894
```

Calculated values
Energy relative to the best compared isomer or geometry (same formula, charge and spin) = 0.0 kJ/mol
Frontier orbital gap = 7.39 eV
HOMO level = -0.40386 Ha
Charge = +1
Lowest unoccupied orbital energy = -3.60 eV
Total energy = -3302.33055 Ha
Multiplicity = 1

> charge of number 2 (C47H140N10O23)?

0

> The lowest total energy belongs to which entry?

C31H31AsN4O3ReS

> Which of these has the highest multiplicity?

C31H31AsN4O3ReS

> Which of these has the highest charge?

C31H31AsN4O3ReS